Record 1
The molecule C27H32O7. Source: OMol25; level of theory: ωB97M-V/def2-TZVPD.

CARTESIAN COORDINATES (ANGSTROEM)
C -5.55985 -3.64403 0.51119
O -4.45687 -2.77502 0.47253
C -4.67463 -1.43240 0.39160
C -5.93491 -0.85198 0.28373
C -6.08114 0.52374 0.19643
O -7.27238 1.17121 0.09106
C -8.45449 0.41232 0.07788
C -4.93745 1.34850 0.22683
O -5.17372 2.69320 0.16464
C -4.06925 3.55965 0.17973
C -3.69048 0.76296 0.32035
C -3.53062 -0.62285 0.38833
C -2.22429 -1.24376 0.53095
C -1.08969 -0.96721 -0.13446
C -0.97319 -0.02563 -1.29583
C 0.26766 0.85619 -1.16163
C 0.33573 1.89328 -2.27747
C 1.48661 -0.06372 -1.19088
C 1.43720 -1.08512 -0.09226
C 2.52626 -1.53579 0.55007
C 3.89129 -1.02312 0.38064
C 4.10667 0.30786 0.75048
C 5.32809 0.94898 0.65169
O 5.51982 2.26107 1.02817
C 4.42817 2.97939 1.54097
C 6.41859 0.22033 0.13845
O 7.69463 0.65287 -0.05462
C 8.09418 1.95242 0.31704
C 6.20845 -1.10016 -0.22647
C 4.97884 -1.74489 -0.11516
O 4.98673 -3.02530 -0.58485
C 3.92957 -3.90812 -0.29586
C 0.13404 -1.66935 0.31157
O 0.08589 -2.64929 1.04033
H -5.13971 -4.64392 0.60840
H -6.20699 -3.44033 1.37102
H -6.14966 -3.59079 -0.41026
H -6.81088 -1.47790 0.27139
H -8.57946 -0.15908 1.00405
H -9.26479 1.13442 -0.00875
H -8.48814 -0.27033 -0.77825
H -4.48359 4.56401 0.10719
H -3.49713 3.47209 1.10988
H -3.40352 3.38196 -0.67227
H -2.80874 1.37773 0.39453
H -2.17436 -2.04607 1.25885
H -0.87421 -0.62269 -2.20977
H -1.87759 0.57147 -1.39855
H 0.23388 1.37467 -0.19545
H 0.35719 1.40404 -3.24900
H -0.53045 2.55087 -2.24443
H 1.23233 2.50191 -2.18118
H 1.50201 -0.58859 -2.15313
H 2.41188 0.51024 -1.12277
H 2.36628 -2.29978 1.30219
H 3.25835 0.83822 1.15358
H 4.03954 2.52760 2.45962
H 3.61894 3.06716 0.80800
H 4.81603 3.97214 1.76624
H 9.15508 2.00239 0.07162
H 7.95973 2.12722 1.38650
H 7.55473 2.71872 -0.24343
H 7.04287 -1.65595 -0.62121
H 3.85687 -4.10926 0.77648
H 4.17880 -4.83339 -0.81494
H 2.96929 -3.53501 -0.66132

**E_HOMO**: -0.2774 Ha
**Kohn-Sham gap**: 7.60 eV
**Energy above the lowest of the compared OMol25 structures with the same formula, charge and spin**: 15.8 kJ/mol
**Calculated total energy**: -42847.4076 eV
**SMILES string**: COc1cc(OC)c(OC)cc1/C=C1\CC(C)C/C(=C\c2cc(OC)c(OC)cc2OC)C1=O

Electronic structure analysis, Mulliken charges in units of e: -0.968 -0.449 -0.241 -0.471 0.687 -0.445 -0.934 0.905 -0.486 -0.881 -0.722 0.091 -1.031 0.474 -1.053 0.628 -1.823 -1.173 0.660 -1.655 0.279 -0.875 1.213 -0.503 -0.862 0.474 -0.489 -0.719 -0.592 0.312 -0.545 -0.692 0.585 -0.729 0.252 0.369 0.350 0.576 0.359 0.234 0.354 0.241 0.346 0.335 0.678 0.488 0.400 0.506 0.476 0.372 0.368 0.409 0.325 0.447 0.592 0.579 0.338 0.298 0.258 0.293 0.262 0.254 0.450 0.286 0.270 0.266

***

Record 2
A 16-piece molecular cluster, C78H204N16O23 overall. Source: OMol25; level of theory: ωB97M-V/def2-TZVPD.

CARTESIAN COORDINATES (ANGSTROEM)
C -29.15734 -7.34922 -24.20130
O -29.82947 -7.33408 -22.92673
C -29.54284 -8.46437 -22.06650
C -30.59528 -8.30707 -20.94293
N -30.38883 -8.92465 -19.69431
C -31.26224 -8.33530 -18.68769
C -31.06263 -8.99703 -17.34313
O -30.03102 -8.38530 -16.61978
C -29.59736 -9.15468 -15.48516
H -28.08676 -7.55018 -24.16181
H -29.39874 -6.39506 -24.66971
H -29.72384 -8.08379 -24.77364
H -28.50178 -8.48849 -21.74445
H -29.75920 -9.41626 -22.55150
H -31.55862 -8.59550 -21.36354
H -30.60770 -7.23059 -20.77222
H -29.42318 -8.67586 -19.53395
H -32.32879 -8.46330 -18.87265
H -31.17155 -7.25620 -18.56357
H -31.06766 -10.08565 -17.28836
H -32.04141 -8.88514 -16.87668
H -30.46647 -9.46680 -14.90607
H -28.97444 -8.54365 -14.83191
H -28.98276 -9.95831 -15.89079
C -21.97443 -0.72646 -12.37341
O -22.60549 0.34682 -11.67895
C -23.51594 -0.11993 -10.74196
C -23.60618 0.82065 -9.44282
N -22.23639 0.90452 -8.89607
C -21.83620 1.65014 -7.67560
C -21.37275 0.69901 -6.50348
O -20.68276 1.47930 -5.59295
C -20.25259 0.68635 -4.52042
H -22.68918 -1.48271 -12.69794
H -21.31627 -1.11015 -11.59387
H -21.34058 -0.45144 -13.21643
H -23.52376 -1.19591 -10.56789
H -24.52294 0.01575 -11.13647
H -24.28335 0.43071 -8.68289
H -23.97019 1.79381 -9.77229
H -21.60863 0.83093 -9.68386
H -22.55560 2.36545 -7.27698
H -21.00746 2.31209 -7.92682
H -20.67138 0.01257 -6.97782
H -22.25553 0.19486 -6.11022
H -19.66702 -0.16936 -4.85651
H -21.11977 0.33640 -3.96039
H -19.62191 1.34601 -3.92442
C -26.61559 1.94395 -18.57579
O -25.36220 2.41684 -19.20846
C -25.12729 1.74896 -20.49251
C -23.57543 1.75311 -20.66613
N -22.94226 3.06957 -20.61146
C -23.33303 3.94598 -21.67373
C -23.51958 5.40232 -21.14179
O -24.60162 5.86004 -21.86829
C -24.56143 7.26847 -21.89678
H -26.52822 0.90119 -18.27064
H -27.51256 1.96318 -19.19481
H -26.85883 2.58526 -17.72864
H -25.74514 2.19420 -21.27232
H -25.38246 0.68929 -20.50204
H -23.28789 1.38446 -21.65076
H -23.22360 1.13211 -19.84232
H -23.21909 3.54819 -19.76624
H -24.29641 3.60195 -22.05009
H -22.56134 3.83764 -22.43588
H -22.65564 6.06105 -21.05362
H -23.99074 5.25445 -20.17007
H -23.81807 7.59802 -22.62267
H -24.38502 7.78773 -20.95479
H -25.55507 7.52723 -22.26256
C -29.26607 -6.22523 -10.02551
O -28.79092 -7.42735 -9.50794
C -29.71819 -8.15859 -8.74805
C -29.18341 -9.50682 -8.50664
N -29.81591 -10.11196 -7.36964
C -29.55801 -11.57345 -7.21518
C -29.96121 -12.17950 -5.84871
O -29.33000 -11.58354 -4.74579
C -29.24656 -12.28393 -3.52994
H -29.89477 -5.68295 -9.31927
H -29.79683 -6.36338 -10.96749
H -28.32212 -5.71503 -10.21722
H -30.66006 -8.11644 -9.29502
H -29.92865 -7.62895 -7.81892
H -28.10707 -9.53093 -8.33628
H -29.33863 -10.05198 -9.43766
H -29.36336 -9.74768 -6.54344
H -28.48753 -11.77703 -7.18781
H -30.11207 -11.96481 -8.06837
H -29.75507 -13.24269 -5.72535
H -31.03736 -12.05218 -5.73123
H -28.57190 -13.13603 -3.61272
H -30.21923 -12.72270 -3.30746
H -29.03284 -11.53620 -2.76619
C -28.41012 -1.06412 -10.96639
O -29.30891 -1.56819 -9.94369
C -28.69989 -1.37223 -8.63837
C -29.68470 -1.63692 -7.44730
N -30.08370 -3.02127 -7.45354
C -31.10377 -3.29378 -6.41920
C -31.56230 -4.76108 -6.88350
O -32.75941 -5.04477 -6.18771
C -32.58611 -5.36115 -4.78745
H -27.41510 -1.49313 -11.08461
H -28.38098 0.02452 -11.01218
H -28.79383 -1.43714 -11.91599
H -28.48531 -0.30609 -8.56480
H -27.80315 -1.99165 -8.65498
H -30.36658 -0.79624 -7.31930
H -29.06364 -1.42317 -6.57741
H -30.18300 -3.28933 -8.42223
H -31.97370 -2.67128 -6.62853
H -30.78867 -3.14069 -5.38702
H -30.75118 -5.48161 -6.77857
H -31.67408 -4.79596 -7.96719
H -33.40616 -5.86454 -4.27538
H -32.19512 -4.49315 -4.25659
H -31.84690 -6.15450 -4.67667
C -17.26555 0.69714 -18.42018
O -17.64363 0.08467 -19.60876
C -18.73886 0.71673 -20.46525
C -20.04232 0.97043 -19.65130
N -20.09295 2.14225 -18.79751
C -21.16631 1.86961 -17.85354
C -21.56326 3.25665 -17.14226
O -22.14253 4.21004 -18.08517
C -21.81449 5.62092 -17.75307
H -16.30833 0.32370 -18.05633
H -17.94972 0.56516 -17.58197
H -17.18501 1.77501 -18.56087
H -18.94151 0.01256 -21.27221
H -18.39555 1.68246 -20.83619
H -20.29877 0.12569 -19.01197
H -20.72276 1.13736 -20.48631
H -20.39180 2.99757 -19.24384
H -20.89101 1.07682 -17.15799
H -21.98719 1.39391 -18.39016
H -20.64370 3.69234 -16.75153
H -22.30470 3.22963 -16.34375
H -22.45425 6.13831 -18.46799
H -20.73731 5.63060 -17.91946
H -22.04034 5.83051 -16.70752
C -19.67647 2.82024 -11.68330
O -19.63433 3.38040 -12.98185
C -19.34896 2.44342 -13.98591
C -17.97282 1.70556 -13.78936
N -16.84225 2.62338 -14.05167
C -15.66576 1.94080 -14.50459
C -14.81950 2.75125 -15.45335
O -15.40707 2.96444 -16.74449
C -14.70677 3.78089 -17.66101
H -20.20504 3.35663 -10.89525
H -18.64196 2.74507 -11.34828
H -20.06264 1.80178 -11.64205
H -19.32072 3.07357 -14.87485
H -20.12053 1.67358 -13.97466
H -17.92535 0.91227 -14.53538
H -17.96534 1.14137 -12.85677
H -17.10419 3.28959 -14.76417
H -15.96859 1.05368 -15.06084
H -15.09117 1.79397 -13.59006
H -13.95355 2.09265 -15.52035
H -14.47588 3.65719 -14.95404
H -13.64673 3.53795 -17.73435
H -14.73485 4.79589 -17.26468
H -15.16941 3.90961 -18.63953
C -27.69144 -5.83132 -18.35559
C -26.66020 -6.88413 -18.99710
C -25.56993 -7.05103 -17.86729
O -24.50388 -7.74684 -18.47056
C -24.14253 -9.00639 -17.91760
N -27.37048 -8.13967 -19.22765
H -27.33518 -5.00986 -17.73400
H -28.17202 -6.35425 -17.52874
H -28.48232 -5.41877 -18.98202
H -26.23296 -6.41024 -19.88084
H -25.94506 -7.44162 -16.92134
H -25.16532 -6.07648 -17.59402
H -23.97350 -9.65393 -18.77796
H -24.96036 -9.40514 -17.31740
H -23.20106 -8.97106 -17.36942
H -27.20060 -8.56615 -18.32800
H -27.01999 -8.80653 -19.90036
C -22.78691 -1.70171 -15.96223
C -24.13582 -1.85531 -16.73928
C -25.28247 -2.06587 -15.72963
O -25.18622 -3.28750 -15.17158
C -26.31499 -3.60273 -14.29944
N -24.39417 -0.73128 -17.56593
H -22.01801 -1.56966 -16.72344
H -22.59813 -2.48139 -15.22428
H -22.74520 -0.75541 -15.42290
H -23.96750 -2.79206 -17.27059
H -26.23709 -1.86690 -16.21669
H -25.17833 -1.24297 -15.02245
H -26.09421 -4.29964 -13.49094
H -27.13732 -4.02880 -14.87418
H -26.62720 -2.70776 -13.76127
H -25.01518 -0.99830 -18.31636
H -23.61889 -0.68759 -18.21179
C -19.37293 -1.80270 -14.95170
C -17.92365 -2.37285 -14.59643
C -16.88913 -2.41684 -15.75368
O -15.75521 -3.24420 -15.42406
C -15.91391 -4.56047 -16.05859
N -17.46985 -2.00639 -13.30743
H -19.74362 -2.29475 -15.85092
H -19.49259 -0.72370 -15.04934
H -19.99585 -2.17580 -14.13877
H -18.16943 -3.42408 -14.44604
H -16.42627 -1.43004 -15.76338
H -17.29640 -2.59116 -16.74959
H -15.82272 -4.55291 -17.14473
H -16.75124 -5.12249 -15.64493
H -15.04202 -5.13570 -15.74713
H -18.21318 -2.04325 -12.62464
H -16.70094 -2.60588 -13.04380
C -25.85379 1.02547 -13.25923
C -26.45720 1.57745 -14.55265
C -27.14413 2.97988 -14.41394
O -27.91584 3.04071 -13.20422
C -28.27102 4.37350 -12.88217
N -25.33787 1.55098 -15.53108
H -26.58416 0.98770 -12.45100
H -25.13938 1.66451 -12.74024
H -25.44019 0.02011 -13.33847
H -27.14242 0.75283 -14.74907
H -27.86581 3.16149 -15.21036
H -26.39219 3.76731 -14.46543
H -27.38724 4.91155 -12.53935
H -29.00694 4.49648 -12.08758
H -28.62354 4.94595 -13.74016
H -25.72549 1.68841 -16.45355
H -24.98476 0.62055 -15.70345
C -30.79934 -4.02001 -13.17445
C -32.20202 -3.78382 -12.79021
C -32.45305 -3.08327 -11.43270
O -33.91117 -3.09790 -11.32633
C -34.33713 -2.85754 -10.02166
N -32.80832 -3.05173 -13.90441
H -30.33631 -3.03548 -13.10831
H -30.57253 -4.47119 -14.14042
H -30.38948 -4.69217 -12.42058
H -32.67414 -4.76534 -12.83263
H -32.05378 -2.07092 -11.49471
H -31.79085 -3.41976 -10.63497
H -33.83585 -1.92740 -9.75396
H -34.26515 -3.70632 -9.34159
H -35.38258 -2.55127 -9.98524
H -32.58604 -2.10335 -13.63744
H -33.81237 -3.09021 -13.80191
C -22.88966 -2.37873 -21.84723
C -24.32625 -2.66580 -21.35616
C -25.03263 -3.71735 -22.13104
O -26.40017 -3.74924 -21.96618
C -27.01628 -5.08943 -22.10346
N -24.30038 -2.88996 -19.89326
H -22.87663 -1.92604 -22.83869
H -22.37430 -3.33576 -21.92853
H -22.23804 -1.89555 -21.11920
H -24.94629 -1.77742 -21.47631
H -24.41520 -4.61038 -22.03428
H -24.77958 -3.56163 -23.17976
H -27.27716 -5.30785 -23.13900
H -27.88588 -5.24956 -21.46608
H -26.41204 -5.94926 -21.81419
H -25.25040 -2.97206 -19.56037
H -23.91621 -3.82400 -19.90240
C -26.36787 -4.59668 -8.08295
C -25.12512 -5.49410 -8.14668
C -24.10722 -5.21542 -7.01495
O -23.57520 -3.94790 -7.13070
C -22.90644 -3.50670 -8.28237
N -25.62426 -6.87923 -8.01080
H -26.03640 -3.63954 -7.68032
H -27.08305 -4.92070 -7.32688
H -26.84649 -4.40046 -9.04240
H -24.54567 -5.30981 -9.05132
H -23.34925 -5.99654 -7.07352
H -24.65438 -5.23119 -6.07237
H -23.68282 -3.38885 -9.03832
H -22.16996 -4.24323 -8.60364
H -22.32793 -2.60494 -8.08174
H -26.58258 -7.04696 -8.28207
H -25.04089 -7.64787 -8.30912
C -28.96369 0.09138 -21.50344
C -29.49436 -0.74803 -20.40921
C -28.74372 -2.04124 -20.14739
O -29.53734 -2.83054 -19.29508
C -30.34698 -3.75164 -20.07514
N -29.53547 0.02277 -19.23715
H -29.68238 0.86655 -21.76934
H -28.96863 -0.46154 -22.44278
H -28.01547 0.53853 -21.20506
H -30.55689 -0.92549 -20.57544
H -27.81988 -1.81633 -19.61444
H -28.42375 -2.62072 -21.01337
H -31.05121 -3.35819 -20.80820
H -30.75489 -4.48436 -19.37885
H -29.75512 -4.41874 -20.70185
H -30.14958 0.82238 -19.29726
H -29.87929 -0.53297 -18.46705
C -21.09951 -4.44139 -19.11061
C -22.05159 -5.58248 -18.78939
C -22.32242 -5.70349 -17.23949
O -21.16638 -5.35586 -16.41807
C -21.31754 -5.32596 -14.98194
N -23.13156 -5.63769 -19.68982
H -20.07019 -4.57195 -18.77659
H -21.50795 -3.45945 -18.87171
H -20.91386 -4.43947 -20.18468
H -21.74930 -6.57252 -19.13079
H -22.70655 -6.70853 -17.06505
H -23.00041 -4.92290 -16.89436
H -21.38788 -6.32032 -14.54100
H -22.27589 -4.82588 -14.84198
H -20.47440 -4.79057 -14.54540
H -22.85737 -5.76431 -20.65361
H -23.63717 -6.48794 -19.48598

**E_HOMO**: -0.2970 Ha
**Kohn-Sham gap**: 8.21 eV
**Energy above the lowest of the compared OMol25 structures with the same formula, charge and spin**: 976.2 kJ/mol
**Calculated total energy**: -155102.7292 eV

Atom charges from the Mulliken analysis, given in e for atoms 1 to 99: -0.855 -0.288 -0.287 -0.348 -0.433 0.003 -1.048 -0.129 -0.946 0.309 0.255 0.360 0.101 0.384 0.344 -0.001 0.394 0.475 -0.039 0.490 0.429 0.374 0.229 0.340 -0.263 -0.178 -0.097 -0.936 0.303 -0.993 -0.319 -0.362 -0.732 0.416 0.490 -0.455 0.295 -0.133 0.428 0.315 0.019 0.375 0.288 0.333 0.338 0.303 0.302 0.262 -0.933 -0.169 0.435 -0.564 0.406 -0.613 -0.373 -0.370 -0.816 0.270 0.237 0.319 0.569 -0.194 0.676 -1.004 -0.172 0.346 0.268 0.403 0.191 0.312 0.337 0.280 -0.869 -0.357 -0.223 -0.750 -0.367 -0.595 -0.565 -0.318 -0.766 0.361 0.384 0.254 0.437 0.058 0.312 0.340 0.265 0.301 0.385 0.436 0.319 0.303 0.331 0.236 -0.858 -0.260 -0.319

***

Record 3
A 3-piece molecular cluster, C5H16O2S overall. Source: OMol25; level of theory: ωB97M-V/def2-TZVPD.

CARTESIAN COORDINATES (ANGSTROEM)
C 0.72336 2.37016 2.64090
C -0.60675 2.11298 1.90112
C -1.03190 0.62205 2.15176
C -1.49246 -0.07574 0.83360
S -0.24971 -1.13217 -0.00752
C 1.11735 0.03940 -0.39145
H 1.57084 1.84461 2.21907
H 1.07941 3.38346 2.32529
H 0.49174 2.56263 3.67694
H -0.50303 2.17405 0.81572
H -1.36672 2.82548 2.24241
H -1.93240 0.64933 2.77618
H -0.26026 -0.03168 2.60090
H -2.20923 -0.78185 1.25716
H -2.06647 0.59877 0.19016
H 0.93045 0.54767 -1.32396
H 2.11146 -0.40589 -0.34270
H 1.08279 0.81353 0.36459
O 1.08786 -2.31886 -3.00010
H 0.20077 -2.54823 -3.28313
H 1.01377 -1.38119 -2.77236
O -0.02926 -3.96280 -5.32550
H 0.55464 -3.31055 -4.92470
H -0.21625 -4.59515 -4.62436

**E_HOMO**: -0.3227 Ha
**Kohn-Sham gap**: 9.43 eV
**Energy above the lowest of the compared OMol25 structures with the same formula, charge and spin**: 128.1 kJ/mol
**Calculated total energy**: -20373.8069 eV
**SMILES string**: CCCCSC.O.O

Electronic structure analysis, Mulliken charges in units of e: -1.236 -0.606 -0.588 -0.745 -0.061 -0.507 0.322 0.336 0.369 0.378 0.399 0.432 0.308 0.318 0.398 0.270 0.383 -0.168 -0.673 0.317 0.321 -0.633 0.347 0.321

***

Record-wise LUMO level values, in eV: 0.1 0.1 0.6